[1]
Below is a cluster of 3 separate species, C5H12O2 in total at a distorted geometry, with properties calculated with wB97M-V/def2-TZVPD.

```
19
Properties=species:S:1:pos:R:3:forces:R:3
C -1.34527 -1.19086 -2.20269 1.02 0.31 -0.96
O -0.79118 -1.13149 -0.96443 -0.19 -0.01 0.28
C 0.00273 -0.05790 -0.77997 0.74 0.10 -0.95
C 0.76448 -0.13216 0.54882 0.14 -0.03 -0.32
C 1.86370 0.92297 0.52621 0.13 0.09 0.02
C -0.09459 0.03548 1.83050 0.24 0.29 -0.25
O -1.02575 -1.00000 2.04053 -0.20 -0.03 -0.23
H -1.97968 -0.33249 -2.45684 0.09 -0.15 0.05
H -0.09308 -0.77215 -2.90514 -2.15 -1.08 0.80
H -1.87609 -2.15799 -2.27889 0.56 0.51 -0.51
H 0.64575 -0.18191 -2.25141 -0.41 0.26 2.37
H -0.48180 0.90399 -0.99721 0.03 -0.10 0.16
H 1.19965 -1.13742 0.61315 0.02 0.14 -0.09
H 2.50140 0.85457 1.41285 -0.08 0.01 -0.12
H 1.43248 1.93216 0.49867 0.08 -0.14 0.00
H 2.48441 0.79583 -0.36447 -0.01 0.07 0.13
H 0.56775 0.01308 2.70960 -0.06 0.02 -0.36
H -0.58307 1.02595 1.83216 0.03 -0.15 -0.10
H -1.55061 -1.08652 1.23507 0.03 -0.11 0.08
```
Forces are in eV/Å.

The HOMO-LUMO gap comes out at 10.20 eV. The HOMO energy is -9.42 eV. The value obtained for the maximum force is 0.049 Eh/bohr. Its electronic energy is -9470.678 eV.



[2]
Below is a cluster of 2 separate species, C4H9N in total at a distorted geometry, with properties calculated with wB97M-V/def2-TZVPD.

```
14
Properties=species:S:1:pos:R:3:forces:R:3
C 0.74321 1.80966 -0.12917 -0.37 0.54 0.36
C 0.42053 0.76022 -1.09413 -1.08 0.39 0.30
C -0.41980 -0.31634 -0.50715 1.43 -1.13 0.11
C 0.67685 -0.18263 1.46385 0.26 -0.38 0.93
N -0.00066 -0.87947 0.61245 -1.08 1.44 -0.30
H 0.87042 0.93646 1.28059 -0.48 -0.03 0.26
H 1.37216 2.64901 -0.41893 0.60 -0.62 0.17
H -0.09182 2.17390 0.47044 -0.05 0.04 -0.29
H 1.31810 0.21114 -1.36138 0.45 0.20 -0.77
H -0.10447 1.19279 -1.95256 0.21 -0.23 -0.28
H -1.10808 -0.86519 -1.10899 -0.58 -0.18 -0.27
H -2.29370 -3.58960 0.53208 -0.06 0.09 -0.10
H 1.26867 -0.72093 2.18978 0.70 -0.05 -0.22
H -2.65140 -3.17905 0.02311 0.06 -0.09 0.10
```
Forces are in eV/Å.

The HOMO-LUMO gap comes out at 6.50 eV. The HOMO energy is -7.08 eV. The value obtained for the maximum force is 0.035 Eh/bohr. Its electronic energy is -5778.169 eV.



[3]
Below is the molecule C10H20N2 at a distorted geometry, with properties calculated with wB97M-V/def2-TZVPD.

```
32
Properties=species:S:1:pos:R:3:forces:R:3
C -1.39723 -1.84483 -0.97815 0.26 -0.48 1.49
C -1.14103 -0.57542 -1.35653 2.05 -0.23 -0.34
C -0.51025 -2.54404 0.11264 0.72 -0.84 -3.33
C 0.10210 0.08343 -1.29133 0.34 0.87 1.22
C 0.10800 1.60249 -1.62711 -0.09 -2.36 2.28
C 2.31508 -0.09360 -2.55855 -1.63 0.06 -1.31
C 0.29998 0.54867 3.17211 -0.10 0.06 1.38
C -1.81431 0.69933 1.74867 -0.46 -0.42 -2.31
C 1.36898 -0.68685 -1.50817 1.82 -0.32 0.61
C -0.30118 0.68874 1.75562 -0.58 0.83 1.18
N -0.35387 -1.52889 1.10965 -2.03 0.45 2.52
N 0.29120 -0.35590 0.95920 0.02 -1.15 -2.06
H -2.46115 -2.02976 -1.02657 -0.10 -0.85 0.21
H -1.91790 0.00376 -1.73179 -1.63 0.98 -0.58
H -1.08766 -3.41666 0.50019 0.65 0.82 0.09
H 0.48943 -2.93467 -0.31364 -1.45 0.72 0.90
H 1.13580 1.87902 -1.79836 -0.26 0.79 -0.36
H -0.37181 2.10783 -0.78970 0.53 0.39 0.30
H -0.63067 1.70611 -2.36639 -0.34 0.57 -1.79
H 3.10188 -0.84710 -2.81289 -0.77 0.69 -0.08
H 2.81526 0.82453 -2.18805 -0.37 -0.42 -0.57
H 1.53048 0.09104 -3.42738 2.43 0.07 1.00
H -0.47712 0.42223 4.01952 1.11 0.05 -1.49
H 0.92712 -0.35179 3.08014 -0.15 0.34 0.71
H 0.95571 1.39044 3.49338 -0.45 -0.50 -0.43
H -2.33596 0.42194 2.61411 -0.47 -1.09 1.35
H -2.15169 0.11452 0.84345 -0.06 0.61 1.05
H -2.16687 1.69286 1.59879 -0.19 0.98 -0.33
H 2.05693 -0.88368 -0.62066 -1.47 0.14 -0.55
H 1.03798 -1.61998 -1.92992 0.14 -0.73 0.10
H -0.08524 1.68436 1.34088 0.87 -0.63 -0.16
H -1.30920 -1.51663 1.59614 1.68 0.62 -0.70
```
Forces are in eV/Å.

The HOMO-LUMO gap (alpha / beta) comes out at 7.62 / 7.70 eV. The HOMO energy (alpha / beta) is -6.98 / -6.81 eV. The value obtained for the maximum force is 0.068 Eh/bohr. Its electronic energy is -13669.371 eV.



[4]
Below is a structure of composition C16H38Br3NO9P2 at a distorted geometry, with properties calculated with wB97M-V/def2-TZVPD.

```
69
Properties=species:S:1:pos:R:3:forces:R:3
C 0.89921 1.91093 6.75439 0.29 -0.27 0.41
O 0.94479 2.92573 7.40811 0.10 0.72 0.34
N 0.08164 1.68927 5.72262 0.22 -0.69 -0.30
C 0.08714 0.43759 5.00047 0.61 0.64 -0.51
C -0.86962 2.65432 5.29629 -0.93 0.44 -0.56
H 1.54620 1.05253 6.99313 0.06 -0.14 -0.12
H 0.32202 0.62884 3.94334 -0.40 -0.01 0.15
H -0.89596 -0.02288 5.08138 0.17 -0.45 0.01
H 0.93701 -0.15986 5.32745 -0.40 -0.37 0.37
H -0.69535 2.93564 4.25295 0.01 -0.02 0.12
H -1.88356 2.23374 5.35262 0.09 0.05 0.09
H -0.81959 3.54942 5.90446 0.10 -0.02 0.10
C 1.46601 -0.90173 0.18465 -0.02 -0.15 0.37
Br 0.32875 0.29227 1.16524 -0.04 0.22 -0.11
Br 0.52767 -2.51597 -0.21332 -0.11 -0.14 -0.23
Br 3.07296 -1.31223 1.14319 0.24 0.09 0.16
H 1.76533 -0.41567 -0.72565 -0.08 0.07 -0.25
C -2.70350 -1.97389 -7.35469 -0.08 0.60 0.39
C -1.42558 -2.77055 -7.42054 -0.04 -0.15 0.47
O -1.70810 -4.12409 -6.97071 -0.12 0.23 -0.13
P -0.49250 -5.11854 -6.78372 -0.66 0.38 -0.28
O 0.56357 -5.05964 -7.77022 0.78 0.17 -0.59
O -1.28331 -6.46707 -6.69505 -0.59 -0.67 -0.08
C -0.52230 -7.68340 -6.66815 0.38 -0.63 0.93
C -1.06984 -8.60444 -5.56945 -0.87 -0.04 -0.68
O 0.04593 -4.85195 -5.33530 0.60 0.22 0.49
C -0.78731 -4.94024 -4.18466 -0.54 0.05 0.18
C 0.07974 -4.81544 -2.94507 -0.39 -0.86 0.19
H -3.55602 -2.40831 -7.86953 0.14 -0.18 -0.16
H -2.98034 -1.82004 -6.30658 -0.07 -0.23 -0.08
H -2.53417 -0.96096 -7.73620 0.05 -0.20 -0.18
H -0.96281 -2.82097 -8.40202 -0.10 0.01 -0.12
H -0.71775 -2.31137 -6.72115 0.13 -0.13 -0.17
H -0.56389 -8.17982 -7.63559 -0.10 0.21 -0.11
H 0.52655 -7.45498 -6.45055 -0.08 0.03 -0.14
H -0.43179 -9.46988 -5.39925 0.29 0.21 0.12
H -1.27682 -8.05736 -4.65070 0.38 -0.05 0.08
H -2.03686 -9.03281 -5.87268 0.15 0.24 -0.05
H -1.57239 -4.17501 -4.21011 0.28 0.12 -0.18
H -1.31912 -5.89536 -4.21601 0.09 0.04 0.11
H 1.03338 -4.35001 -3.16653 -0.02 0.24 0.01
H -0.45753 -4.28998 -2.15979 0.08 0.22 -0.06
H 0.26568 -5.81786 -2.54927 0.27 0.10 -0.03
C -2.61330 3.96360 1.63056 0.69 -1.06 -0.23
C -1.44239 4.92203 1.62941 -0.96 0.48 0.54
O -0.26136 4.19093 1.99602 -0.31 -0.15 -0.43
P 0.96075 5.01894 2.55358 -0.33 0.13 0.21
O 1.14739 6.33542 1.96874 0.15 0.48 -0.24
O 0.64869 4.99552 4.10285 0.01 -0.05 0.49
C 1.45409 5.79816 4.98591 0.69 0.87 -0.15
C 0.65679 6.99232 5.46512 -0.26 -0.48 0.07
O 2.16663 4.05640 2.35268 0.82 -0.76 0.23
C 2.40420 2.86139 3.14467 0.33 -0.20 -0.40
C 3.75708 2.29892 2.71283 -0.57 -0.02 0.43
H -3.54444 4.41384 1.30467 -0.04 0.18 0.04
H -2.36659 3.13030 0.95505 -0.20 0.26 -0.09
H -2.73199 3.47393 2.59905 -0.14 0.35 0.14
H -1.35508 5.42064 0.66451 0.44 -0.24 -0.09
H -1.61891 5.72365 2.35752 0.12 -0.12 0.00
H 1.84555 5.19019 5.79995 -0.37 -0.29 0.00
H 2.32431 6.19235 4.44138 -0.11 -0.24 -0.04
H -0.24718 6.65364 5.97575 -0.02 0.07 -0.05
H 1.23348 7.58553 6.17217 0.09 0.07 -0.07
H 0.38668 7.58485 4.59384 -0.06 0.18 0.08
H 2.42339 3.09172 4.21263 -0.15 0.23 -0.11
H 1.59983 2.13953 2.95255 0.15 0.25 0.02
H 3.74323 2.03699 1.65900 0.12 0.16 -0.12
H 4.54041 3.01738 2.94901 0.05 0.00 -0.24
H 3.96112 1.38385 3.27285 -0.03 0.01 0.04
```
Forces are in eV/Å.

The HOMO-LUMO gap comes out at 9.19 eV. The HOMO energy is -9.44 eV. The value obtained for the maximum force is 0.025 Eh/bohr. Its electronic energy is -265836.437 eV.



[5]
Below is a structure of composition C23H20F6NO5PPd at a distorted geometry, with properties calculated with wB97M-V/def2-TZVPD.

```
57
Properties=species:S:1:pos:R:3:forces:R:3
Pd 0.41051 -1.95391 0.16017 -1.06 0.56 0.00
C -4.77699 3.56721 1.47215 0.05 -0.10 -0.03
C -3.42754 4.15742 1.07608 -0.49 0.35 0.08
C -3.59071 5.18946 -0.02934 0.23 -0.08 -0.01
C -2.24732 5.78977 -0.40880 -0.13 0.00 -0.04
C -1.28900 4.70573 -0.78162 -0.05 0.17 0.01
C -0.23605 4.95817 -1.63430 0.02 0.03 0.00
C 0.61483 3.92958 -2.00922 -0.12 0.23 0.02
F 1.59590 4.17951 -2.84365 0.04 -0.01 0.00
C 0.45985 2.63262 -1.52792 -0.26 -0.30 0.24
C -0.56614 2.36008 -0.64439 0.44 -0.06 -0.30
C -0.67452 1.00256 -0.08346 -0.02 0.19 -0.19
O 0.07467 0.10509 -0.49911 0.11 0.24 -0.13
C -1.69053 0.84790 0.91845 -0.12 -0.44 0.48
C -2.53809 1.88158 1.19872 0.14 -0.56 0.07
N -2.46177 3.10555 0.63417 0.50 0.29 -0.44
C -1.46283 3.38881 -0.26026 -0.17 -0.10 0.22
C -1.88809 -0.44520 1.74339 -0.52 1.00 -0.53
O -2.93604 -0.53700 2.34336 0.32 -0.22 0.05
O -0.90507 -1.25840 1.72106 0.89 -1.14 -0.06
H -5.48844 4.38456 1.57106 0.04 0.04 0.03
H -4.75916 3.04384 2.42598 -0.01 0.00 -0.02
H -5.15492 2.89712 0.69787 0.00 -0.01 0.01
H -2.96906 4.63593 1.94868 0.08 -0.05 -0.03
H -4.26513 5.96764 0.32008 -0.04 -0.03 0.02
H -4.04767 4.71232 -0.90086 -0.07 0.03 0.01
H -1.83653 6.36671 0.42740 0.02 -0.03 0.02
H -2.35468 6.48362 -1.24236 0.05 0.01 0.01
H -0.06877 5.95599 -2.01913 -0.02 -0.02 -0.06
H 1.13637 1.84589 -1.82871 0.05 0.02 -0.01
H -3.32282 1.70188 1.91850 0.02 0.03 0.00
C 1.91492 -3.06449 2.57931 -0.14 -0.42 -0.04
P 1.13314 -4.46695 1.73262 0.17 -0.03 0.41
C -0.10541 -5.10651 2.86319 0.19 0.02 -0.20
C 2.38122 -5.70578 1.36305 -0.25 0.12 0.21
O 0.48559 -4.01378 0.41045 0.19 0.38 0.15
H 2.33700 -3.37871 3.53486 0.03 -0.07 -0.03
H 1.14380 -2.31806 2.78670 0.04 0.01 0.00
H 2.70800 -2.64403 1.96179 0.01 0.04 0.00
H 0.35859 -5.40905 3.80246 -0.01 -0.03 -0.01
H -0.61949 -5.95478 2.41262 0.01 -0.02 0.01
H -0.82853 -4.31241 3.05561 0.00 0.01 0.00
H 2.92401 -5.99144 2.26424 -0.01 -0.04 -0.01
H 3.07780 -5.29797 0.63177 0.01 0.02 0.01
H 1.88660 -6.57914 0.93807 0.04 -0.03 0.00
F 4.41379 -3.45296 -5.22099 0.12 -0.08 -0.27
C 3.97161 -3.03854 -4.07817 -0.16 0.07 0.25
C 2.57710 -3.02855 -3.84029 0.05 0.08 0.20
F 1.75767 -3.43083 -4.78099 -0.05 -0.06 -0.14
C 2.11899 -2.60493 -2.63306 -0.01 -0.07 -0.05
F 0.81725 -2.59926 -2.37748 -0.28 0.02 0.03
C 2.98684 -2.15711 -1.57708 0.07 -0.07 -0.11
O 2.56800 -1.76828 -0.46137 -0.22 0.00 0.10
C 4.39849 -2.19339 -1.87353 0.06 -0.04 -0.19
F 5.22757 -1.81686 -0.93690 0.13 0.09 0.18
C 4.87131 -2.61853 -3.08787 -0.06 0.05 0.21
F 6.15987 -2.64968 -3.33306 0.14 -0.01 -0.08
```
Forces are in eV/Å.

The HOMO-LUMO gap (alpha / beta) comes out at 8.36 / 5.56 eV. The HOMO energy (alpha / beta) is -14.81 / -15.19 eV. The spin multiplicity is 5. As for the expectation value of S²: 6.0812. The value obtained for the maximum force is 0.028 Eh/bohr. Its net charge is +2. Its electronic energy is -64959.898 eV.



[6]
Below is a structure of composition C3H4EuO3 at a distorted geometry, with properties calculated with wB97M-V/def2-TZVPD.

```
11
Properties=species:S:1:pos:R:3:forces:R:3
O 0.57088 -0.17171 1.38494 0.05 0.51 0.96
C -0.26226 0.72917 1.02858 -0.79 -2.45 0.87
C 0.93615 -0.29904 -1.40075 0.00 0.00 -0.27
O -0.68790 1.57491 1.87573 -0.02 0.47 0.73
O -0.94413 0.56758 -0.08654 0.28 1.21 -0.14
C -0.48995 -0.45278 -1.01755 0.34 -0.41 -0.16
Eu -0.18203 0.31142 3.83468 0.30 0.47 -2.30
H 1.62587 -1.13809 -1.32032 -0.24 0.34 0.00
H 1.26734 0.62876 -1.86869 -0.07 -0.30 0.17
H -0.67135 -1.42827 -0.55253 0.00 0.18 -0.15
H -1.16262 -0.32196 -1.87755 0.14 -0.02 0.29
```
Forces are in eV/Å.

The HOMO-LUMO gap (alpha / beta) comes out at 5.63 / 8.58 eV. The HOMO energy (alpha / beta) is -11.23 / -14.03 eV. The spin multiplicity is 9. As for the expectation value of S²: 20.0135. The value obtained for the maximum force is 0.053 Eh/bohr. Its net charge is +1. Its electronic energy is -28639.347 eV.



- Which of these has the highest electronic energy?
  C4H9N